Arrangement P

The following is a DFT calculation (wB97M-V/def2-TZVPD) of the molecule C4H5IN2O.

**E_HOMO**: -8.5 eV
**Charge**: 0
**SMILES**: O/C=N/C=C\C=N\I
**Spin multiplicity**: 1
**Lowest unoccupied orbital energy**: 0.058 eV

XYZ file:
```
13
C4H5IN2O | the Open Molecules 2025 dataset | wB97M-V/def2-TZVPD
N -0.92684 0.61909 0.27409
O -0.47408 2.89700 0.08110
C -1.12819 -0.63558 -0.11582
C 1.10794 -1.46809 0.38714
C -0.27438 -1.70358 -0.05212
H -0.69283 3.08784 1.05466
H -2.03928 -0.92935 -0.66871
H -0.71901 -2.71361 -0.27082
H -0.77699 1.78412 -1.48090
N 1.59083 -0.29927 0.40315
C -0.79664 1.67152 -0.42545
I 3.59201 0.16304 0.38850
H 1.53749 -2.47312 0.42516
```

Arrangement Q

The following is a DFT calculation (wB97M-V/def2-TZVPD) of a structure of composition C4H5IN2O.

**E_HOMO**: -9.0 eV
**Charge**: 0
**Spin multiplicity**: 1
**Lowest unoccupied orbital energy**: -0.271 eV

XYZ file:
```
13
C4H5IN2O | the Open Molecules 2025 dataset | wB97M-V/def2-TZVPD
H -1.56507 -0.55503 0.99128
H 1.81009 0.93573 0.75911
C -1.13319 1.03322 -1.04394
O 2.28896 1.98838 -1.50307
H -0.18101 -1.47039 0.37062
N -0.21731 0.64631 0.64769
C -0.51222 -0.72946 1.04072
I -3.18526 1.24336 -1.14723
N 1.09773 0.87651 0.09503
C -0.11076 1.41495 -1.81367
C 1.27677 1.49972 -1.09110
H 0.02041 1.59972 -2.91252
H -0.28365 -1.03912 2.09359
```

Which of them is the most stable? Correct choice: arrangement P.

Arrangement P

The following is a DFT calculation (wB97M-V/def2-TZVPD) of the ion C7H8NO4 with charge -1.

**E_HOMO**: -4.9 eV
**Charge**: -1
**SMILES**: C/C([O-])=N\C(=O)C[C@]1(C)OC1=O
**Spin multiplicity**: 1
**Lowest unoccupied orbital energy**: 3.540 eV

XYZ file:
```
20
C7H8NO4 | the Open Molecules 2025 dataset | wB97M-V/def2-TZVPD
C -2.11070 -0.71032 0.60240
C -1.60637 0.19575 -0.39919
H -1.87913 0.41982 -2.51160
C -1.42006 -0.28086 -1.81364
C -0.91456 1.46352 0.00138
O -3.04105 0.07066 0.09500
H -1.35880 1.88140 0.90764
H 3.30002 -1.49239 1.48980
H -1.85659 -1.26854 -1.95630
C 0.60128 1.20779 0.29152
C 2.12562 -0.59270 -0.09279
O 1.21084 2.04141 0.96284
H -0.99193 2.20780 -0.79543
O -2.01357 -1.58430 1.39636
H 1.54870 -1.41751 1.80902
H -0.34386 -0.32638 -1.97989
H 2.51632 0.05738 1.91590
O 2.78832 -1.13565 -0.97258
C 2.40173 -0.88680 1.38808
N 1.04378 0.14992 -0.33852
```

Arrangement Q

The following is a DFT calculation (wB97M-V/def2-TZVPD) of the ion C7H8NO4 with charge -1.

**E_HOMO**: -3.5 eV
**Charge**: -1
**SMILES**: CO/C=C/C=C\N=C(\O)C(=O)[O-]
**Spin multiplicity**: 1
**Lowest unoccupied orbital energy**: 3.359 eV

XYZ file:
```
20
C7H8NO4 | the Open Molecules 2025 dataset | wB97M-V/def2-TZVPD
H 3.25443 0.31443 0.43479
C 1.89605 -0.21156 -0.97482
H -0.90089 -2.76385 -2.61719
O 0.19080 -1.01108 -2.46504
O -2.10411 2.35155 1.97117
N 0.09229 -0.25434 1.66914
C -0.91208 1.98678 1.82696
H -0.20211 -0.64061 -0.53256
H -1.55749 -1.35219 -3.50991
C 0.61673 -0.58411 -1.26064
H 1.79762 0.70329 2.43380
H -1.65892 -1.21331 -1.76299
O 0.18438 2.51980 1.71448
O -2.17571 0.01255 1.90547
H -2.64016 0.93377 2.01629
C 2.14227 0.19615 0.34779
C -0.88016 0.46461 1.73955
C 1.38454 0.20002 1.54086
C -1.06052 -1.54977 -2.61964
H 2.53305 -0.10212 -1.85752
```

Which of them is the most stable? Correct choice: arrangement P.

Arrangement P

The following is a DFT calculation (wB97M-V/def2-TZVPD) of the molecule C4H4N2OS.

**E_HOMO**: -8.8 eV
**Charge**: 0
**SMILES**: On1cncc1C=S
**Spin multiplicity**: 1
**Lowest unoccupied orbital energy**: -0.839 eV

XYZ file:
```
12
C4H4N2OS | the Open Molecules 2025 dataset | wB97M-V/def2-TZVPD
H -0.07353 -1.12895 -2.16548
C -1.26825 0.98253 -0.71634
C -0.58679 0.60057 1.27637
N -1.52817 1.26039 0.55376
N -0.21409 0.15966 -0.81739
H 1.90428 -1.26917 -0.20971
C 0.28010 -0.11462 0.45241
O 0.35075 -0.26882 -1.98999
H -1.81400 1.33257 -1.59896
H -0.52384 0.66568 2.36568
C 1.43417 -0.91254 0.69278
S 2.03938 -1.30731 2.15686
```

Arrangement Q

The following is a DFT calculation (wB97M-V/def2-TZVPD) of the molecule C4H4N2OS.

**E_HOMO**: -8.7 eV
**Charge**: 0
**SMILES**: C=Cn1oncc1=S
**Spin multiplicity**: 1
**Lowest unoccupied orbital energy**: -0.411 eV

XYZ file:
```
12
C4H4N2OS | the Open Molecules 2025 dataset | wB97M-V/def2-TZVPD
O 1.55148 -0.93020 -0.21387
N 0.39650 -0.23067 -0.08355
H -2.77601 -1.68933 0.05251
H 2.52475 2.16857 0.23169
H -0.49977 -2.12690 0.05557
C -0.76554 -1.12765 -0.03341
C 0.49416 1.11528 0.07113
N 2.50638 0.09078 -0.02002
C -2.02550 -0.83404 0.03090
H -2.60335 0.10480 -0.01763
C 1.94717 1.22576 0.04791
S -0.75026 2.23361 -0.12124
```

Which of them is the most stable? Correct choice: arrangement P.

Arrangement P

The following is a DFT calculation (wB97M-V/def2-TZVPD) of the molecule C4H4N2OS.

**E_HOMO**: -8.8 eV
**Charge**: 0
**SMILES**: N#C/C(=C/N)C(O)=S
**Spin multiplicity**: 1
**Lowest unoccupied orbital energy**: -0.274 eV

XYZ file:
```
12
C4H4N2OS | the Open Molecules 2025 dataset | wB97M-V/def2-TZVPD
N -2.00408 -0.31559 -2.59578
H -0.56191 1.03245 2.45604
H 2.73792 -0.83276 -0.05310
O -0.10118 0.64162 1.69388
C -1.35035 -0.17674 -1.63407
C -0.48781 -0.02413 -0.51179
H 1.67282 -0.10923 1.13238
C 0.80685 -0.47627 -0.67801
N 1.81200 -0.45801 0.19592
C -1.02338 0.56129 0.70638
H 1.05418 -0.93441 -1.65180
S -2.55506 1.09178 0.93993
```

Arrangement Q

The following is a DFT calculation (wB97M-V/def2-TZVPD) of the molecule C4H4N2OS.

**E_HOMO**: -8.2 eV
**Charge**: 0
**SMILES**: On1ncccc1=S
**Spin multiplicity**: 1
**Lowest unoccupied orbital energy**: -0.291 eV

XYZ file:
```
12
C4H4N2OS | the Open Molecules 2025 dataset | wB97M-V/def2-TZVPD
H 0.34790 2.85433 0.25295
C 1.18972 -0.24939 -0.14697
H 0.93568 -2.25550 0.14057
O 1.18903 2.22247 -0.03766
H -2.50664 0.41677 0.10692
C -1.51426 0.07781 0.02880
H -1.51805 -2.24277 -0.08549
N 0.56947 1.01606 -0.12381
C -1.02346 -1.24404 -0.04847
S 2.79850 -0.38884 0.00239
N -0.77193 1.09908 -0.04356
C 0.30403 -1.30598 -0.04567
```

Arrangement R

The following is a DFT calculation (wB97M-V/def2-TZVPD) of the molecule C4H4N2OS.

**E_HOMO**: -9.2 eV
**Charge**: 0
**SMILES**: O=C1N[C@@H]2SCN=C12
**Spin multiplicity**: 1
**Lowest unoccupied orbital energy**: 0.246 eV

XYZ file:
```
12
C4H4N2OS | the Open Molecules 2025 dataset | wB97M-V/def2-TZVPD
S -1.04243 -0.68358 -0.28958
N 0.24395 1.59274 -0.08836
C 2.54562 0.01834 -0.13997
C -1.03448 1.19351 -0.40175
O 3.66741 0.42726 -0.21865
H 0.66064 -1.27950 1.44706
C 0.59935 -0.71349 0.54869
H -1.74876 1.55102 0.31506
C 0.98823 0.70550 0.37793
H 2.00003 -2.02703 -0.50635
N 1.81402 -1.09616 -0.15324
H -1.35729 1.26772 -1.38351
```

Which of them is the most stable? Correct choice: arrangement P.

Arrangement P

The following is a DFT calculation (wB97M-V/def2-TZVPD) of a structure of composition C41H54BaClN7O4P2S3Sb.

**E_HOMO (spin up / spin down)**: -2.0 / -2.3 eV
**<S²>**: 0.761
**Charge**: -2
**Spin multiplicity**: 2
**Lowest unoccupied orbital energy (spin up / spin down)**: 3.811 / 3.544 eV

XYZ file:
```
114
C41H54BaClN7O4P2S3Sb | the Open Molecules 2025 dataset | wB97M-V/def2-TZVPD
N -0.90106 1.03574 1.63605
H -2.75735 -3.08078 4.73897
C -3.75489 1.61824 -1.79630
H -4.38530 -4.64293 1.75188
H -4.45926 -1.68998 0.68653
Ba 0.64321 -1.22642 -0.29808
H -2.29327 -3.82122 0.90102
H 0.46310 -1.20476 3.93350
O 1.16332 4.36282 -3.82150
C 3.73467 -2.16805 -2.60253
P -1.67475 -1.89346 2.01575
C -1.96540 0.87052 2.45561
C -0.88454 3.39268 -3.09587
C -0.54862 2.28137 1.15779
N 4.63124 -2.49657 -3.72040
H 3.40306 0.83859 4.93086
C -1.06291 4.43702 0.11775
C 1.90551 -3.22595 -3.69287
C -2.25028 3.32396 -2.90366
H 3.76213 -2.96510 -1.85862
C -2.95091 -3.08865 1.38328
C -6.11065 1.23332 -1.93846
C 4.44516 2.83234 1.22750
N 3.18646 -1.20363 -5.19917
H 4.76858 0.03990 1.30154
P 1.99976 1.26675 1.46458
C 1.06768 1.87647 4.05774
H -4.06892 -1.55232 3.64713
N -2.52937 2.13096 -2.31724
C -4.29006 0.51099 4.10215
H -0.91584 -3.81873 3.17830
H 5.25282 3.11375 0.54515
H 5.30262 0.70824 -0.24501
N 2.34587 -1.97805 -3.04568
H 3.87980 3.73285 1.46817
O -0.70305 5.52416 -4.09572
C -0.14236 4.52466 -3.70424
C 0.28499 4.69240 -0.10111
H -2.77278 0.92358 -0.02315
H -4.86774 0.14852 1.02735
C -0.41282 2.18801 -2.52196
S 2.54297 -3.50045 0.61620
H 2.79470 -0.35243 3.77153
H 3.23799 2.07467 -0.38842
H 4.15328 -4.53193 -3.61650
H 2.25770 3.93935 0.13007
C -3.87732 -3.85942 2.32263
C 0.98593 1.69155 -2.29302
C 2.33006 -0.90224 -4.04193
C -3.69318 1.76369 3.96758
H -7.03782 1.29457 -2.49485
C 2.34965 1.70602 3.24521
H -3.33571 -4.34887 3.13254
C -1.74670 -2.67934 4.81165
H 1.92823 -4.03858 -2.96678
C 4.12893 -3.72283 -4.34861
H -5.18018 0.36928 4.70209
H -2.53044 3.08877 0.85570
N 2.75808 -3.57458 -4.83907
Cl -3.45527 4.49060 -3.20556
C 0.46483 -2.27637 3.72611
H -2.12509 2.91899 3.13315
H 4.08410 -1.24131 -2.14100
C 3.24858 0.63651 3.86637
H -4.94358 2.11985 -3.51023
H 0.60755 5.58874 -0.61602
C 1.21028 3.75029 0.32369
H 4.22880 0.59533 3.38901
C 0.82722 2.57184 0.95838
H 1.70257 -2.33312 -6.14318
H 3.84916 -0.29235 -0.15326
H -3.09983 -1.89367 -0.43454
H 3.36766 -2.70767 -6.64094
C -4.89855 0.57491 0.03093
H -7.01739 0.33752 -0.21156
H -1.21869 -3.23364 5.59427
C -3.71929 1.02537 -0.54090
H 4.89672 -0.48819 -4.23647
H -1.81196 5.14574 -0.22061
C -3.75091 -2.41411 0.27096
H 5.19977 -1.65170 -5.54732
C 4.54828 -1.41377 -4.70078
O 1.06768 0.72352 -1.49794
C -3.66313 -0.56231 3.48988
C -0.96449 -2.77205 3.50408
H 1.46011 3.45743 -3.48660
C -4.93884 1.70123 -2.51496
C -6.09649 0.68684 -0.66196
H 0.91881 -2.78223 4.58440
H -4.31325 -3.16082 -0.29545
H 4.78069 -3.98057 -5.18922
H -4.65372 -3.22440 2.75340
H 2.87582 2.66584 3.25474
H -1.82765 -1.63906 5.13398
H 0.45983 0.97308 4.04820
C 3.58447 1.73952 0.59493
H -4.10942 2.62197 4.48569
N -1.40165 1.45039 -2.06176
S -0.65149 -3.81577 -1.46769
H 1.32021 2.11091 5.09685
C 4.42244 0.47841 0.36313
H 1.10011 -2.46458 2.85835
C -2.52154 -0.43211 2.69947
S 1.67594 -6.89939 -1.01629
C -2.57048 1.93586 3.19164
H 4.90945 2.47794 2.15158
H 0.87527 -3.10832 -4.02898
C 2.72739 -2.46459 -5.78708
H 2.66829 0.02500 -3.57841
H 0.44933 2.68361 3.66475
C -1.46997 3.26783 0.73190
O 1.93747 2.27165 -2.85438
H 1.30401 -0.76049 -4.39190
Sb 0.84579 -4.98266 -0.07796
```

Arrangement Q

The following is a DFT calculation (wB97M-V/def2-TZVPD) of a structure of composition C41H54BaClN7O4P2S3Sb.

**E_HOMO (spin up / spin down)**: -1.9 / -2.1 eV
**<S²>**: 0.761
**Charge**: -2
**Spin multiplicity**: 2
**Lowest unoccupied orbital energy (spin up / spin down)**: 3.739 / 3.594 eV

XYZ file:
```
114
C41H54BaClN7O4P2S3Sb | the Open Molecules 2025 dataset | wB97M-V/def2-TZVPD
C -4.22683 -3.73498 0.08066
C -4.79207 -2.59210 -0.47138
H -0.81979 5.30411 0.73051
C 0.14316 -4.45275 1.80848
C -3.29051 -0.55588 3.52176
H 0.62679 -5.33809 2.23752
H -3.07459 0.34086 2.94142
H -4.66461 -4.71160 -0.08214
O 0.68286 1.15504 -1.89712
H -1.14413 5.52592 2.46062
H -2.67090 -4.46917 1.33731
N 2.93980 -0.00647 -2.84701
H 3.84508 -2.47417 3.39203
H 0.91075 -3.88462 1.28229
H 4.68887 -1.73330 4.76885
C -2.30526 2.90773 3.57963
C -2.98354 -1.18839 0.38839
N 2.92414 0.25569 2.04113
C 2.72986 2.05568 -5.97506
H -2.76192 1.96961 3.90692
H 1.86091 -1.48361 2.51864
C 0.99761 3.29659 0.87361
C -3.32596 3.66744 -1.14572
C 6.25878 -1.74551 -0.92277
C 3.30334 1.51666 2.68000
C 3.26531 0.47686 4.81929
H 7.48427 -3.50223 -1.08540
H -0.99361 4.37553 4.52062
H -0.59136 2.69799 4.92547
C 2.13364 -0.53767 2.99188
H -3.81878 2.52326 -2.90479
H 0.50296 3.24185 -0.09827
C -3.44302 2.49049 -1.88670
S 2.59019 -2.67558 -0.48917
Sb 1.46588 -3.84880 -2.20338
N -2.27789 -0.02892 0.59218
N 4.95790 -0.76035 2.93097
H -4.08366 3.96441 4.20448
H 3.89097 -1.43175 1.24333
C -3.08816 -3.58816 0.86871
C -4.19978 -1.34655 -0.32339
H -3.65556 4.61820 -1.54737
P -1.22900 2.33610 2.16901
C -1.42161 3.38879 4.73187
C -1.54913 -4.48790 3.71299
H 1.21875 0.00507 3.22959
C -2.27847 2.39303 0.66449
H 3.83275 0.29455 5.73388
H -0.57017 -4.79784 1.05508
C 4.11555 -1.52805 3.86264
H 2.39729 2.06816 2.93611
H -1.47068 -4.30557 4.78941
H -0.17416 -1.26849 4.93331
C 2.99758 1.13625 -4.82045
P -1.10572 -1.97808 2.22957
H 1.44194 2.31846 1.07485
H 5.20631 -2.46854 -4.57217
H -3.72018 -0.26014 4.48861
H 4.75290 0.10338 1.03060
H -1.34744 -5.55259 3.55139
S -0.38804 -2.53845 -2.79438
H 5.88653 1.11025 2.86635
N 4.08458 1.30310 3.91337
H 5.86240 0.34186 4.46497
C 0.01020 3.71735 1.96858
H -0.71378 0.26121 4.22628
C -1.05886 -0.66566 4.69659
H -3.13834 0.38052 -1.94740
C -3.07421 1.27698 -1.34358
C -2.56258 1.16446 -0.02028
H -2.58970 -4.30963 3.43650
C -0.54213 -3.63038 2.90950
H 2.35772 1.02776 5.07365
O 0.12959 1.72498 -3.98910
C 2.28031 0.83548 -3.62120
H 6.81826 -3.95763 -3.42931
H 4.90231 -0.07285 -1.07180
H 0.53192 3.67887 2.93023
O 1.49280 2.48540 -6.13159
Cl 5.53142 0.32881 -5.68026
H 6.49946 -1.56458 0.11908
H 1.81612 4.02088 0.78488
N 4.08367 -0.26397 -3.49989
H 0.47229 5.81892 1.80599
H -2.59354 4.51400 0.65904
C 5.54468 -2.24594 -3.56976
H 0.24667 -3.31775 3.60195
C 6.80353 -2.83191 -1.59712
C 0.92544 1.28671 -3.15166
H -2.00757 3.47082 5.65420
Ba 0.38377 -0.66621 -0.70223
C 4.15343 -0.49007 1.72346
O 3.61269 2.37946 -6.73599
C 5.37225 -0.90690 -1.57673
C 5.28014 0.52374 3.55905
H -4.68006 -0.48295 -0.76162
H 3.89002 2.11364 1.97901
C 6.44182 -3.08098 -2.91570
C -3.45279 3.88013 3.31069
H -1.54796 -0.40622 5.64351
C -2.48889 -2.35186 1.07591
H -5.71138 -2.66922 -1.04399
C 4.14833 0.40072 -4.67824
H -4.08304 3.54320 2.48726
C -2.03704 -1.39824 3.76619
H -2.36368 -2.30870 4.26242
N 2.88489 -0.81110 4.23048
S 2.79365 -4.31072 -4.01951
H -4.04844 -1.11762 2.96942
C -0.40926 5.16974 1.73271
H 0.91076 2.18392 -5.37479
C 5.03734 -1.15615 -2.89326
H -3.09341 4.88539 3.06924
C -2.72711 3.59669 0.10146
```

Which of them is the most stable? Correct choice: arrangement P.